w:
{"formula": "C5H15N2O", "method": "the ωB97M-V functional and the def2-TZVPD basis", "homo_energy_ev": -13.14, "charge": 1, "homo_lumo_gap_ev": 5.37, "symbols": ["N", "C", "C", "N", "C", "C", "C", "O", "H", "H", "H", "H", "H", "H", "H", "H", "H", "H", "H", "H", "H", "H", "H"], "xyz": [[-3.50601, -0.60224, -1.18879], [-1.76403, -0.71038, 0.77170], [-0.75824, -0.17588, -0.16786], [0.50791, 0.15794, 0.37984], [0.54824, 0.93740, 1.60785], [1.44264, 0.65417, -0.63459], [2.84883, 0.11893, -0.43025], [2.75333, -1.30410, -0.47339], [-4.36691, -0.12912, -0.94026], [-3.87187, -1.38894, -1.72058], [-2.84207, -0.93045, -0.45530], [-1.33776, -1.33396, 1.56782], [-2.52236, -0.04483, 1.16554], [-0.54769, -0.84629, -1.01770], [-1.20230, 0.71347, -0.64724], [0.26286, 1.98271, 1.40201], [-0.17009, 0.56376, 2.33545], [1.55483, 0.96647, 2.01308], [1.45085, 1.75501, -0.62020], [1.08020, 0.35118, -1.61697], [3.41460, 0.43208, -1.31596], [3.37289, 0.47219, 0.45928], [3.65216, -1.63910, -0.47349]]}

=====

x:
{"formula": "C5H15N2O", "method": "the ωB97M-V functional and the def2-TZVPD basis", "homo_energy_ev": -12.88, "charge": 1, "homo_lumo_gap_ev": 9.95, "symbols": ["C", "O", "C", "C", "H", "H", "H", "H", "H", "H", "H", "H", "C", "C", "N", "N", "H", "H", "H", "H", "H", "H", "H"], "xyz": [[-0.63498, -1.41709, -1.76471], [-1.06187, -0.07743, -2.11279], [-0.82165, -1.61521, -0.26414], [0.35572, -2.32039, 0.39830], [-1.23035, -2.13321, -2.32659], [0.41861, -1.54277, -2.04693], [-1.09218, -0.02898, -3.07515], [-1.01411, -0.63845, 0.19556], [-1.71998, -2.19949, -0.09016], [1.29724, -1.76962, 0.31949], [0.15966, -2.48109, 1.44969], [0.54323, -3.29589, -0.05082], [0.37139, 1.69136, 1.66048], [0.44664, 2.12417, 0.40473], [0.86823, 1.21498, -0.66788], [0.08397, 2.47384, 2.74627], [0.63271, 0.67049, 1.90214], [0.21434, 3.12505, 0.07321], [1.66231, 1.57887, -1.20215], [1.15245, 0.31261, -0.28439], [0.08566, 0.99735, -1.32841], [-0.38386, 3.34832, 2.54340], [-0.33318, 1.98258, 3.52085]]}

=====

Most stable: x (next structure +471.2 kJ/mol)

=====

w:
{"formula": "C5H15N2O", "method": "the ωB97M-V functional and the def2-TZVPD basis", "homo_energy_ev": -12.47, "charge": 1, "homo_lumo_gap_ev": 8.66, "symbols": ["C", "C", "C", "C", "C", "N", "N", "H", "H", "H", "H", "H", "H", "H", "H", "H", "H", "H", "H", "H", "H", "H", "O"], "xyz": [[1.47800, -0.93532, -0.33852], [0.24109, -1.03807, 0.66198], [-0.91725, -0.02296, 0.69673], [-1.39483, 0.24574, -0.67064], [-1.47749, 1.37023, -1.36081], [-1.90189, -0.89865, -1.55832], [0.96234, -0.97335, 1.99881], [1.94884, 0.08220, -0.40997], [1.07495, -1.36585, -1.33448], [2.20881, -1.56538, -0.03780], [-0.25985, -1.96889, 0.46546], [-1.74644, -0.30552, 1.26941], [-0.68671, 0.78509, 1.34401], [-1.95334, 1.45746, -2.40017], [-1.27023, 2.40815, -1.00237], [-2.21311, -1.78311, -1.08568], [-1.20451, -1.11358, -2.29753], [-2.72050, -0.51003, -2.05563], [1.55473, -1.78413, 2.19026], [1.40107, -0.03999, 2.13156], [2.15736, 2.97745, 0.57871], [2.34541, 1.98311, 1.72514], [2.37355, 2.99542, 1.48983]]}

=====

x:
{"formula": "C5H15N2O", "method": "the ωB97M-V functional and the def2-TZVPD basis", "homo_energy_ev": -11.97, "charge": 1, "homo_lumo_gap_ev": 4.09, "symbols": ["N", "C", "C", "O", "C", "N", "C", "C", "H", "H", "H", "H", "H", "H", "H", "H", "H", "H", "H", "H", "H", "H", "H"], "xyz": [[2.80047, 2.53595, -3.64412], [0.78616, -0.02120, 1.10882], [1.52320, 0.05732, -0.13992], [1.39373, 1.33649, -0.74030], [-0.66820, 0.16471, 1.07723], [-1.41502, -1.06955, 0.84809], [-1.09054, -2.25377, 1.63373], [-2.86158, -0.85697, 0.72377], [3.03016, 2.04510, -4.48724], [2.44188, 3.43991, -3.88696], [2.31027, 1.94349, -3.01167], [1.25943, 0.13252, 2.07949], [2.58022, -0.19714, -0.08159], [1.05845, -0.62187, -0.87016], [1.54609, 2.09243, -0.15882], [-0.95567, 0.86908, 0.28482], [-0.98244, 0.67720, 2.00509], [-1.45209, -2.23477, 2.66491], [-1.58525, -3.06663, 1.10217], [-0.02027, -2.47391, 1.57430], [-3.29434, -0.27453, 1.53472], [-3.11484, -0.37459, -0.22195], [-3.28983, -1.84927, 0.60561]]}

=====

Most stable: w (next structure +186.6 kJ/mol)

=====

w:
{"formula": "C2H3F3O", "method": "the ωB97M-V functional and the def2-TZVPD basis", "homo_energy_ev": [-10.09, -8.09], "homo_lumo_gap_ev": [9.70, 6.29], "symbols": ["C", "C", "O", "F", "F", "F", "H", "H", "H"], "xyz": [[1.00812, -0.28206, -0.31062], [-0.26106, -0.73704, 0.14806], [-0.83827, 1.84844, 0.25634], [-1.38288, -1.01555, -0.47693], [-0.39051, -1.01145, 1.44308], [-2.23278, 1.81591, 0.16807], [0.91743, 0.15373, -1.26991], [1.83899, -1.19284, -0.37562], [1.34097, 0.42086, 0.41754]]}

=====

x:
{"formula": "C2H3F3O", "method": "the ωB97M-V functional and the def2-TZVPD basis", "homo_energy_ev": -12.54, "homo_lumo_gap_ev": 12.86, "symbols": ["C", "C", "F", "F", "O", "F", "H", "H", "H"], "xyz": [[-0.54111, -0.99779, -0.10951], [0.25736, 0.33816, -0.12618], [1.54612, 0.09136, -0.30773], [-0.07908, 1.07048, -1.19145], [0.06182, 0.99315, 1.03391], [0.91491, 2.13518, 1.01870], [-0.58590, -1.26728, -1.05974], [-1.48693, -0.76995, 0.12464], [-0.08719, -1.59332, 0.61735]]}

=====

Most stable: x (next structure +342.3 kJ/mol)

=====

w:
{"formula": "C5H6OS", "method": "the ωB97M-V functional and the def2-TZVPD basis", "homo_energy_ev": -8.79, "homo_lumo_gap_ev": 7.85, "symbols": ["C", "C", "C", "C", "O", "C", "S", "H", "H", "H", "H", "H", "H"], "xyz": [[0.21899, 1.26804, -1.44722], [0.71664, 0.52920, -0.21513], [0.02290, -0.41347, 0.49465], [-1.36248, -0.82602, 0.08706], [-1.90798, -0.41404, -0.90248], [0.59891, -0.96020, 1.71311], [-0.00653, -2.01640, 2.79277], [0.95493, 1.96242, -1.75620], [-0.77138, 1.72429, -1.30256], [0.08259, 0.52471, -2.24218], [1.70915, 0.75805, 0.18367], [-1.87737, -1.55473, 0.72631], [1.62163, -0.58185, 1.86820]]}

=====

x:
{"formula": "C5H6OS", "method": "the ωB97M-V functional and the def2-TZVPD basis", "homo_energy_ev": -8.15, "homo_lumo_gap_ev": 7.08, "symbols": ["C", "C", "C", "C", "C", "O", "S", "H", "H", "H", "H", "H", "H"], "xyz": [[-1.31352, -0.46590, 0.49444], [-0.93035, 0.74126, 1.04818], [-0.47574, -1.08355, -0.65342], [1.04837, 0.15822, 0.70154], [0.60713, 0.00350, -0.74698], [0.61956, 2.66219, -0.07744], [-0.32834, 1.64996, -0.48799], [-2.26236, -0.96064, 0.65545], [0.12594, -1.96090, -0.28012], [-1.18074, -1.07048, -1.48304], [1.59793, 1.16868, 0.98450], [1.11132, -0.61515, 1.45966], [1.38080, -0.22721, -1.61478]]}

=====

y:
{"formula": "C5H6OS", "method": "the ωB97M-V functional and the def2-TZVPD basis", "homo_energy_ev": -8.66, "homo_lumo_gap_ev": 9.39, "symbols": ["C", "C", "C", "C", "C", "H", "H", "H", "H", "H", "H", "O", "S"], "xyz": [[0.28339, -0.38366, -1.34701], [-0.47666, -1.02097, -0.19945], [0.96113, 0.61570, -0.31696], [-0.26228, 1.17689, 0.27879], [-1.28900, 0.13207, 0.29292], [0.93832, -1.08964, -1.91249], [-0.18552, 0.22920, -2.02160], [-0.86336, -2.13242, -0.15852], [1.91306, 1.11141, -0.64996], [-0.21773, 1.78777, 1.31470], [-2.16942, 0.04853, 0.97106], [-1.44888, 1.24149, -0.49248], [1.05476, -0.81293, 0.88419]]}

=====

Most stable: w (next structure +210.3 kJ/mol)

=====

w:
{"formula": "C9H10N4", "method": "the ωB97M-V functional and the def2-TZVPD basis", "homo_energy_ev": -8.15, "homo_lumo_gap_ev": 7.72, "symbols": ["C", "C", "C", "C", "C", "C", "C", "C", "C", "H", "H", "H", "H", "H", "H", "H", "H", "H", "H", "N", "N", "N", "N"], "xyz": [[-2.36466, -0.42487, -2.23360], [-1.24942, -0.16859, -1.29389], [-0.53422, -0.11503, 0.89539], [-0.79913, -0.22850, 2.10709], [0.33105, -0.08671, 3.05646], [1.56538, 0.32576, 2.52414], [0.92949, 0.13069, 0.36769], [0.02275, 0.15059, -1.71245], [0.33853, 0.13292, -3.20159], [-2.68301, 0.41803, -2.46782], [-2.97978, -0.98547, -1.98127], [-2.25154, -1.42744, -2.69329], [-1.62270, -0.70530, 2.39954], [0.19564, -0.34500, 3.94811], [2.40016, 0.61673, 4.30362], [3.46593, 0.83084, 3.18146], [1.32467, 0.16994, -3.33842], [-0.26333, 1.21663, -3.79035], [0.26383, -0.53611, -3.71353], [-1.60009, -0.32960, -0.04594], [2.62668, 0.54675, 3.36999], [1.82526, 0.46105, 1.30995], [1.05851, 0.35272, -0.99129]]}

=====

x:
{"formula": "C9H10N4", "method": "the ωB97M-V functional and the def2-TZVPD basis", "homo_energy_ev": -8.55, "homo_lumo_gap_ev": 8.29, "symbols": ["C", "C", "C", "C", "C", "C", "C", "C", "C", "H", "H", "H", "H", "H", "H", "H", "H", "H", "H", "N", "N", "N", "N"], "xyz": [[-1.24713, 0.23645, -3.38693], [-0.98591, 0.39084, -1.98059], [-0.77385, -0.60822, -0.81733], [0.36937, -0.07997, 1.17065], [-0.06617, 0.10108, 2.44042], [0.64819, -0.28175, 3.58437], [1.78515, -1.09687, 3.46669], [2.31988, -1.13404, 2.05112], [1.60597, -0.89872, 0.89336], [-0.72702, 2.44450, -4.08517], [-2.45908, 2.07556, -3.46997], [-0.14039, -0.13808, -3.80144], [-2.08081, -1.12963, -3.48902], [-1.27718, -1.92993, -0.81588], [-0.86856, 0.91431, 2.39836], [0.36307, -0.11405, 4.65841], [2.25409, -1.11393, 4.47371], [3.22532, -1.68047, 2.20952], [1.76910, -1.32582, 0.04497], [-1.73847, 1.60994, -4.18696], [-0.42349, 0.30116, 0.17907], [-0.60809, 1.68364, -0.12661], [-0.94399, 1.77400, -1.41075]]}

=====

Most stable: w (next structure +153.4 kJ/mol)

=====

w:
{"formula": "C3H4O4", "method": "the ωB97M-V functional and the def2-TZVPD basis", "homo_energy_ev": -10.70, "homo_lumo_gap_ev": 10.72, "symbols": ["O", "C", "O", "C", "O", "C", "O", "H", "H", "H", "H"], "xyz": [[2.21342, 1.22150, -1.83089], [1.61848, 0.40285, -1.16240], [0.51796, 0.68053, -0.52176], [-0.08789, -0.18479, 0.37362], [-0.58932, -1.40926, -0.21862], [-1.27271, 0.47821, 1.05027], [-1.48301, 1.64428, 1.08155], [2.12983, -0.58172, -1.10034], [0.52323, -0.55777, 1.13460], [-1.56268, -1.39308, -0.18513], [-2.00732, -0.30076, 1.37911]]}

=====

x:
{"formula": "C3H4O4", "method": "the ωB97M-V functional and the def2-TZVPD basis", "homo_energy_ev": -8.61, "homo_lumo_gap_ev": 9.07, "symbols": ["O", "C", "C", "O", "H", "H", "O", "C", "O", "H", "H"], "xyz": [[-0.64209, -2.24587, -0.41085], [-1.09634, -1.26760, 0.01066], [-1.28035, -0.11456, 0.57800], [-1.71245, 0.98956, -0.16960], [-1.33196, -0.08920, 1.56843], [-1.30417, 1.00332, -1.07352], [1.03396, 0.48033, -1.40980], [1.42235, 0.68011, -0.30276], [1.68793, -0.12139, 0.69811], [1.36386, 1.69268, 0.08810], [1.85925, -1.00737, 0.42322]]}

=====

Most stable: w (next structure +74.4 kJ/mol)